{
  "formula": "C4H7NO",
  "method": "ωB97M-V/def2-TZVPD",
  "species": ["C", "C", "C", "C", "O", "N", "H", "H", "H", "H", "H", "H", "H"],
  "positions_angstrom": [[-1.139, -0.824, 0.480], [-0.120, 0.200, 0.095], [0.714, 1.023, 0.968], [1.528, -0.054, 0.845], [-0.839, 0.233, -2.089], [0.199, 0.523, -1.203], [-0.894, 1.008, -2.664], [0.999, 2.041, 0.733], [-2.117, -0.535, 0.095], [-1.186, -0.913, 1.564], [-0.871, -1.801, 0.079], [1.622, -1.012, 1.325], [2.104, 0.111, -0.229]],
  "nbo_charge": [-0.656, 0.154, -0.281, -0.291, -0.577, -0.186, 0.476, 0.205, 0.243, 0.228, 0.223, 0.238, 0.225],
  "multiplicity": 1,
  "orbital_gap_ev": [8.1, 7.9],
  "e_above_lowest_ev": 6.8964,
  "charge": 0
}



{
  "formula": "C10H15N3NdOP",
  "method": "ωB97M-V/def2-TZVPD",
  "species": ["C", "C", "C", "C", "C", "Nd", "P", "H", "H", "H", "H", "H", "H", "H", "H", "C", "N", "C", "C", "C", "N", "C", "O", "N", "H", "H", "H", "H", "H", "H", "H"],
  "positions_angstrom": [[-0.454, 2.181, -0.166], [-0.965, 1.582, -1.361], [-1.930, 0.611, -0.944], [-2.125, 0.722, 0.495], [-1.215, 1.689, 0.974], [0.000, 0.000, 0.000], [2.094, -0.012, 0.713], [0.306, 2.964, -0.122], [-0.651, 1.793, -2.383], [-2.511, -0.033, -1.608], [-1.094, 2.011, 2.010], [-2.841, 0.152, 1.088], [2.427, 0.332, 2.063], [3.088, 0.833, 0.122], [2.858, -1.216, 0.661], [-0.831, -5.596, 1.535], [0.015, -4.628, 0.831], [1.146, -5.104, 0.239], [1.976, -4.257, -0.467], [1.664, -2.905, -0.531], [0.563, -2.404, 0.137], [-0.296, -3.277, 0.756], [-1.305, -2.840, 1.280], [2.414, -2.097, -1.434], [-1.176, -6.376, 0.823], [-1.719, -5.120, 1.995], [-0.240, -6.083, 2.341], [1.393, -6.159, 0.277], [2.834, -4.656, -0.998], [3.212, -2.487, -1.959], [2.099, -1.151, -1.689]],
  "mulliken_spin": [0.016, -0.024, 0.038, 0.007, -0.006, 3.001, -0.043, 0.006, -0.005, 0.002, -0.004, -0.005, -0.047, 0.008, 0.005, 0.001, -0.003, 0.028, -0.008, 0.052, 0.007, -0.007, 0.002, 0.005, -0.001, 0.000, -0.001, 0.004, 0.000, 0.004, -0.031],
  "multiplicity": 4,
  "s_squared": 3.904,
  "orbital_gap_ev": [4.2, 4.2],
  "charge": 0
}



{
  "formula": "C34H34N6O7RhS2",
  "method": "ωB97M-V/def2-TZVPD",
  "species": ["Rh", "C", "C", "N", "C", "C", "C", "S", "N", "C", "O", "C", "C", "C", "C", "C", "C", "H", "H", "H", "H", "H", "H", "H", "H", "H", "H", "H", "H", "H", "H", "H", "O", "N", "O", "C", "C", "C", "C", "C", "C", "N", "C", "C", "N", "C", "C", "C", "C", "H", "H", "H", "H", "H", "H", "H", "C", "C", "C", "C", "C", "C", "C", "S", "O", "O", "N", "C", "C", "C", "O", "O", "H", "H", "H", "H", "H", "H", "H", "H", "H", "H", "H", "H"],
  "positions_angstrom": [[-0.135, -0.615, -0.048], [-6.216, -1.999, 1.009], [-5.567, -2.395, -0.310], [-4.156, -2.768, -0.107], [-3.877, -4.196, 0.063], [-3.652, -4.884, -1.276], [-3.216, -1.826, -0.100], [-1.613, -2.334, 0.392], [-3.579, -0.590, -0.367], [-2.829, 0.418, -0.762], [-1.627, 0.322, -1.212], [-3.526, 1.727, -0.799], [-4.795, 1.857, -0.231], [-5.452, 3.073, -0.266], [-4.852, 4.171, -0.872], [-3.595, 4.048, -1.443], [-2.936, 2.831, -1.410], [-7.257, -1.718, 0.845], [-5.688, -1.151, 1.446], [-6.191, -2.825, 1.721], [-5.612, -1.570, -1.014], [-6.072, -3.256, -0.746], [-4.729, -4.635, 0.581], [-3.002, -4.320, 0.697], [-4.528, -4.782, -1.919], [-3.461, -5.946, -1.125], [-2.794, -4.445, -1.787], [-5.257, 0.999, 0.237], [-6.435, 3.168, 0.176], [-5.372, 5.120, -0.903], [-3.124, 4.903, -1.908], [-1.964, 2.739, -1.859], [6.492, -3.798, -1.166], [5.405, -3.888, -1.685], [5.175, -4.449, -2.737], [4.258, -3.296, -0.960], [4.416, -3.130, 0.365], [3.368, -2.575, 1.163], [3.463, -2.346, 2.545], [2.403, -1.775, 3.211], [1.241, -1.464, 2.499], [1.154, -1.680, 1.199], [2.193, -2.199, 0.532], [2.043, -2.339, -0.872], [0.906, -1.847, -1.405], [0.717, -1.872, -2.708], [1.676, -2.412, -3.564], [2.845, -2.912, -3.045], [3.057, -2.893, -1.654], [5.354, -3.413, 0.823], [4.366, -2.626, 3.074], [2.445, -1.580, 4.273], [0.362, -1.060, 2.985], [-0.214, -1.460, -3.076], [1.498, -2.417, -4.629], [3.605, -3.308, -3.698], [4.845, 4.426, 3.738], [3.694, 3.963, 2.890], [2.897, 4.879, 2.204], [1.787, 4.461, 1.491], [1.489, 3.104, 1.442], [2.279, 2.168, 2.094], [3.376, 2.607, 2.813], [-0.002, 2.633, 0.648], [-0.978, 3.632, 0.950], [-0.374, 1.275, 1.093], [0.265, 2.647, -0.973], [1.558, 2.943, -1.613], [2.288, 1.739, -2.220], [2.582, 0.620, -1.219], [3.575, -0.081, -1.344], [1.684, 0.516, -0.293], [5.079, 5.473, 3.556], [5.740, 3.832, 3.550], [4.594, 4.315, 4.795], [3.140, 5.933, 2.244], [1.141, 5.173, 0.992], [2.028, 1.121, 2.029], [3.995, 1.887, 3.336], [-0.281, 1.916, -1.418], [2.200, 3.431, -0.887], [1.371, 3.666, -2.408], [3.230, 2.059, -2.661], [1.677, 1.279, -3.005]],
  "mulliken_charge": [0.029, -1.150, -0.654, 0.147, -0.850, -0.950, 0.709, -0.354, -0.090, -0.322, -0.762, 0.823, -0.323, -0.649, -0.466, -0.938, 0.077, 0.359, 0.272, 0.375, 0.447, 0.431, 0.383, 0.432, 0.333, 0.407, 0.180, 0.409, 0.429, 0.402, 0.423, 0.427, -0.592, 1.037, -0.603, -0.027, -0.836, 0.836, -0.849, -0.990, -0.556, 0.464, 0.245, 0.216, 0.608, -0.591, -1.145, -0.615, 0.619, 0.563, 0.507, 0.510, 0.573, 0.667, 0.473, 0.560, -1.493, 1.010, -0.884, -0.333, -0.668, -0.008, -0.997, 1.871, -0.713, -0.929, -0.117, -0.817, -0.732, 0.214, -0.660, 1.018, 0.360, 0.366, 0.322, 0.363, 0.498, 0.275, 0.442, 0.084, 0.383, 0.396, 0.504, 0.182],
  "multiplicity": 1,
  "orbital_gap_ev": 7.4,
  "e_above_lowest_ev": 1.8685,
  "charge": 1
}



{
  "formula": "C4H9N3O2",
  "method": "ωB97M-V/def2-TZVPD",
  "species": ["C", "C", "C", "C", "N", "N", "N", "O", "O", "H", "H", "H", "H", "H", "H", "H", "H", "H"],
  "positions_angstrom": [[-0.566, 1.329, 0.099], [-0.595, -0.127, -0.444], [0.871, -0.344, -0.926], [-0.793, -1.242, 0.547], [-0.217, -1.070, 1.772], [-1.332, -2.354, 0.054], [-1.477, -3.484, 0.749], [-2.069, -4.419, 0.273], [-0.999, -3.481, 1.896], [0.318, 1.683, 0.627], [-1.491, 1.526, 0.636], [-0.599, 2.178, -0.650], [-1.262, -0.233, -1.373], [1.549, -0.290, -0.092], [1.150, 0.401, -1.708], [0.862, -1.326, -1.372], [0.512, -0.356, 1.845], [-0.134, -1.749, 2.520]],
  "nbo_charge": [-0.637, -0.283, -0.585, 0.519, -0.774, -0.429, 0.623, -0.350, -0.487, 0.211, 0.222, 0.234, 0.259, 0.194, 0.220, 0.224, 0.392, 0.446],
  "smiles": "CC(C)/C(N)=N/[N+](=O)[O-]",
  "multiplicity": 1,
  "orbital_gap_ev": 10.0,
  "e_above_lowest_ev": 4.4490,
  "charge": 0
}